No. 1
12
Properties=species:S:1:pos:R:3:nbo_charge:R:1 method="wB97M-V/def2-TZVPD" homo_lumo_gap_ev=7.62 lumo_ev=-7.4532 total_energy_ev=-6761.8182 multiplicity=1 relative_energy_kcal_mol=77.5 charge=+1
N 0.155 -1.569 -0.080 -0.39
H -1.911 -2.233 0.111 0.26
C 0.892 -0.342 -0.062 -0.07
C -1.408 0.203 0.015 -0.63
H -1.889 0.608 0.867 0.31
H 2.966 -1.132 0.242 0.27
H 0.078 1.913 -0.048 0.28
H -2.184 0.468 -0.812 0.34
C -0.048 0.735 -0.059 0.21
C -1.117 -1.376 0.051 0.16
C 2.273 -0.265 0.032 0.03
H 2.728 0.669 0.000 0.22


No. 2
13
Properties=species:S:1:pos:R:3:nbo_charge:R:1 method="wB97M-V/def2-TZVPD" homo_lumo_gap_ev=9.10 lumo_ev=0.8866 smiles=c1cc[nH]c1.O total_energy_ev=-7798.1772 multiplicity=1 relative_energy_kcal_mol=33.8 charge=0
N 0.181 0.694 -1.268 -0.50
H -0.373 1.206 -1.926 0.41
C -0.250 0.096 -0.119 -0.13
H 2.115 1.020 -2.170 0.21
O -2.943 -0.517 1.652 -0.93
C 0.863 -0.340 0.560 -0.28
H -1.035 0.502 0.510 0.24
H -2.607 -1.367 1.932 0.47
C 1.542 0.528 -1.404 -0.07
H 3.011 -0.218 0.046 0.22
C 1.986 -0.157 -0.284 -0.31
H -3.406 -0.828 0.872 0.46
H 0.915 -0.617 1.600 0.22


No. 3
11
Properties=species:S:1:pos:R:3:nbo_charge:R:1 method="wB97M-V/def2-TZVPD" homo_lumo_gap_ev=10.26 lumo_ev=0.7234 smiles="[H]/N=N/c1cn[nH]c1" total_energy_ev=-9132.8272 multiplicity=1 relative_energy_kcal_mol=92.9 charge=0
N -1.472 -0.997 -0.004 -0.24
H 3.314 -0.252 0.248 0.31
N 1.784 0.603 -0.023 -0.09
C 0.359 0.219 -0.182 -0.08
C -0.655 1.118 -0.117 -0.03
H -2.917 0.363 0.202 0.43
H 0.188 -2.072 -0.320 0.22
N -1.821 0.287 0.172 -0.39
C -0.243 -1.039 -0.083 -0.04
H -0.892 2.227 -0.016 0.24
N 2.354 -0.458 0.124 -0.32


No. 4
9
Properties=species:S:1:pos:R:3:nbo_charge:R:1 method="wB97M-V/def2-TZVPD" homo_lumo_gap_ev=8.40 lumo_ev=-0.6880 smiles="S=CC(Cl)C=S" total_energy_ev=-37350.5765 multiplicity=1 relative_energy_kcal_mol=26.5 charge=0
H -1.061 -0.797 0.041 0.25
C -0.004 -0.552 0.129 -0.39
H 1.200 -1.502 -1.533 0.21
Cl 0.741 -1.664 1.210 0.01
C -0.119 0.908 0.639 -0.29
C 0.610 -0.704 -1.279 -0.28
S -1.464 1.472 1.267 0.14
H 0.747 1.585 0.464 0.21
S 0.439 0.470 -2.298 0.14


No. 5
15
Properties=species:S:1:pos:R:3:nbo_charge:R:1 method="wB97M-V/def2-TZVPD" homo_lumo_gap_ev=9.98 lumo_ev=0.6707 total_energy_ev=-10416.0313 multiplicity=1 relative_energy_kcal_mol=114.7 charge=0
C -0.097 -1.231 0.526 -0.10
H 1.566 -0.157 -2.000 0.16
O 0.845 -1.318 -0.547 -0.51
C -0.606 0.223 0.635 0.05
C 1.377 -0.133 -0.917 0.55
H 1.073 1.152 -0.518 0.49
C -0.285 0.876 -0.694 -0.71
H -2.118 0.051 1.844 0.47
O -1.993 0.265 0.911 -0.71
O 2.171 0.567 -0.143 -0.78
H 0.342 -1.606 1.455 0.19
H -0.937 -1.867 0.232 0.20
H -0.444 1.964 -0.671 0.26
H -0.848 0.464 -1.533 0.25
H -0.045 0.750 1.419 0.18


No. 6
151
Properties=species:S:1:pos:R:3:mulliken_charge:R:1 method="wB97M-V/def2-TZVPD" homo_lumo_gap_ev=7.19 lumo_ev=-2.7747 total_energy_ev=-129047.3234 multiplicity=1 charge=+1
H 5.183 1.160 -4.258 0.68
H -6.025 4.354 1.772 0.46
H -0.896 0.002 -4.142 0.14
C 4.037 -1.650 -2.926 -0.99
C 3.404 8.057 1.211 -0.49
S 3.302 -4.994 -0.451 -0.20
C -6.617 2.364 2.374 -0.24
N 4.351 0.707 -3.774 0.31
C 3.622 -4.204 -2.139 -0.61
H 1.607 0.739 0.768 0.23
H 4.955 8.869 2.470 0.38
H 6.803 8.114 0.993 0.37
C 4.160 6.939 -0.781 0.29
C -6.813 -8.024 7.789 -0.34
C 13.419 -1.937 -4.791 -0.49
H -7.714 -9.924 5.120 0.41
C -3.668 1.481 -2.283 0.51
H 0.658 2.743 0.057 0.27
F -7.232 -10.339 7.637 -0.32
C -7.447 -9.036 5.683 -0.34
H -7.200 3.940 5.870 0.41
H 0.736 4.534 -0.515 0.21
F -5.719 2.970 -2.948 -0.26
H 3.541 3.699 -5.670 0.28
C -9.193 -4.054 2.782 -0.17
H 8.320 1.221 -3.591 0.30
F -7.334 -4.027 4.233 -0.32
H 4.049 2.824 -3.432 0.35
C 2.406 3.312 -1.461 -0.71
C -0.443 0.532 -5.086 -0.83
H 3.064 2.223 -6.868 0.32
H 8.374 3.958 -2.864 0.24
F -7.230 0.299 -1.470 -0.24
C -7.027 -6.661 5.805 -0.22
C -7.165 -9.142 7.040 0.21
C -9.712 -2.580 9.506 -0.45
C -7.743 -2.499 0.969 -0.32
F -2.477 3.369 -3.534 -0.28
C 11.545 -0.448 -4.462 -0.23
C -7.297 2.132 4.687 -0.31
H 0.968 0.334 -2.388 -0.10
H -8.692 -1.714 6.383 0.52
C 11.306 -2.817 -4.022 -0.40
C -6.234 0.490 -2.590 0.13
C 6.135 0.248 -0.286 -0.90
C -6.376 3.722 2.581 -0.56
F -5.514 -0.800 -2.713 -0.25
F -9.019 -0.494 8.651 -0.31
H 13.492 0.193 -5.130 0.37
C 2.682 2.982 -6.048 -1.08
H -1.480 2.515 -0.295 0.28
H 6.488 3.261 -1.253 0.09
H 13.058 -4.022 -4.373 0.36
C -9.777 -3.663 1.578 -0.51
H 6.774 -1.247 -2.540 0.40
H 2.598 -3.987 0.268 0.12
F -3.307 0.909 -3.634 -0.28
H 2.513 3.997 -2.419 0.27
C -7.045 3.488 4.896 -0.56
H -7.660 1.514 5.503 0.46
H 2.596 8.386 1.860 0.37
C -9.284 -3.704 6.985 -0.07
C 7.071 2.382 -1.804 0.66
H 11.104 0.543 -4.489 0.44
C 0.876 3.410 -0.894 -0.43
C -1.290 2.428 -1.466 -0.26
C -7.163 -2.881 2.179 -0.61
H 3.911 0.100 -4.531 0.73
C 4.770 0.270 -1.173 -0.13
H -0.809 1.665 -5.091 0.16
H 4.067 -5.015 -2.878 0.36
C 2.912 1.749 -1.782 1.64
H -6.800 0.742 -3.593 0.26
H 2.895 -1.536 -2.697 0.22
N 6.315 -0.567 -3.180 -0.17
C -9.051 -2.889 0.671 -0.52
C 10.773 -1.533 -4.062 0.40
F 9.495 -1.339 -3.711 -0.12
H -7.611 -7.694 4.005 0.39
F -3.377 3.911 -1.310 -0.27
H 9.885 1.453 -3.003 0.24
H -9.740 -4.663 3.494 0.40
H -7.178 -1.899 0.259 0.41
H -9.867 -2.128 10.481 0.40
C -5.295 1.772 -2.185 0.64
H -1.023 1.305 -1.771 -0.03
C 12.635 -3.020 -4.393 -0.48
H 6.487 2.059 -2.764 -0.48
C -9.043 -2.346 7.191 -0.51
C 3.437 1.803 -3.338 -1.58
F -3.378 0.501 -1.170 -0.30
H -9.938 -5.556 7.875 0.42
H 5.820 0.509 0.836 0.44
C -2.752 2.865 -2.153 0.71
H 3.145 3.787 -0.654 0.20
C 1.697 0.681 -1.509 0.12
H 8.252 0.557 -1.099 0.05
H -6.151 -2.581 2.430 0.43
C 4.596 -2.889 -2.014 -0.27
C 1.374 0.062 -0.164 -1.31
H -6.444 1.924 1.395 0.54
H -6.457 -5.898 7.742 0.41
H 6.495 -0.888 -0.236 0.16
C -6.589 4.271 3.840 0.31
H 4.103 -2.018 -4.059 0.37
H -0.897 0.015 -6.054 0.39
H 7.767 1.732 0.295 0.37
F 3.884 6.270 -1.908 -0.31
P 1.905 2.078 -4.510 0.57
H 5.642 -3.209 -2.494 0.15
H 1.805 3.599 -6.569 0.35
C -9.746 -4.497 8.037 -0.65
H 4.052 -0.529 -0.645 0.44
O 4.108 1.563 -0.948 -0.24
H 6.188 -1.082 -4.102 0.43
H 9.336 3.014 -1.444 0.29
C -7.383 -7.788 5.064 -0.55
C -7.079 1.571 3.426 -0.72
C -9.256 -1.797 8.451 0.31
C 8.547 2.933 -2.321 -0.57
C 12.877 -0.650 -4.823 -0.61
H 1.484 0.316 -6.301 0.54
H 0.951 -1.023 -0.022 0.28
H -9.111 -4.144 6.006 0.26
C 5.771 7.900 0.726 -0.50
C 4.730 8.326 1.554 -0.44
C -7.893 -3.656 3.073 0.37
C 3.117 7.365 0.035 -0.18
H -6.972 -5.688 5.322 0.56
C 4.888 -0.223 -2.721 -0.84
H 4.853 -2.591 -0.892 0.32
H -10.328 -4.554 10.114 0.37
H -9.505 -2.587 -0.271 0.38
O -0.175 3.255 -1.954 -0.22
F -5.563 2.036 -0.722 -0.26
H -10.797 -3.961 1.346 0.37
H 14.457 -2.094 -5.077 0.36
N 9.039 1.953 -3.378 -0.60
C -6.738 -6.777 7.167 -0.57
C 5.484 7.198 -0.445 -0.38
F -6.352 5.574 4.040 -0.30
H 1.562 -0.476 -4.496 0.08
H -7.271 0.513 3.265 0.54
H 10.684 -3.646 -3.701 0.38
C -9.964 -3.936 9.297 -0.34
H 2.605 -3.849 -2.621 0.27
C 7.347 1.224 -0.698 -0.61
C 1.217 0.423 -5.162 -0.26
H 6.280 6.852 -1.096 0.45
H -6.601 -8.132 8.847 0.42
H 2.092 7.156 -0.252 0.45